Entry 1:
Formula: C42H39AgF3N3O3S2Te
Source: the OMol25 dataset
Level of theory: ωB97M-V with the def2-TZVPD basis set

Positions of all 94 atoms, in Å:
Ag -0.074 0.422 0.020
C -0.165 -0.179 6.593
C 0.495 1.204 6.696
C 1.985 1.083 6.340
C 0.381 1.684 8.146
C -0.180 2.153 5.708
C -0.800 3.344 6.104
C -1.382 4.204 5.180
C -1.359 3.857 3.841
S -1.968 4.703 2.455
C -1.381 3.352 1.402
N -0.822 2.411 2.073
C -0.764 2.653 3.419
C -0.164 1.824 4.360
C -1.564 3.407 -0.044
C -2.199 4.540 -0.576
C -2.437 4.648 -1.930
C -2.033 3.605 -2.757
C -1.371 2.508 -2.226
C -1.078 2.335 -0.859
H 0.302 -0.876 7.296
H -0.064 -0.585 5.588
H -1.231 -0.111 6.824
H 2.473 0.359 7.000
H 2.482 2.049 6.454
H 2.120 0.759 5.307
H 0.881 0.968 8.803
H -0.663 1.760 8.458
H 0.859 2.657 8.280
H -0.835 3.630 7.148
H -1.824 5.140 5.502
H 0.326 0.940 3.972
H -2.500 5.345 0.090
H -2.919 5.527 -2.344
H -2.232 3.665 -3.824
H -1.072 1.732 -2.925
N -2.634 -4.238 4.247
C -2.009 -3.232 3.508
C -0.679 -3.343 3.117
C -0.119 -2.330 2.358
N -0.774 -1.232 2.003
C -2.049 -1.135 2.364
C -2.710 -2.097 3.106
H -2.009 -4.828 4.769
H -3.437 -3.937 4.773
H -0.096 -4.212 3.403
H 0.916 -2.387 2.041
H -2.558 -0.231 2.045
H -3.751 -1.965 3.380
Te 2.320 -0.136 -1.965
C 4.071 0.504 -3.118
C 4.303 1.786 -3.609
C 5.407 2.062 -4.406
C 6.311 1.059 -4.723
C 6.103 -0.224 -4.235
C 4.995 -0.490 -3.442
C 1.367 -0.227 -3.874
C 1.073 -1.444 -4.478
C 0.400 -1.494 -5.691
C 0.015 -0.321 -6.322
C 0.324 0.902 -5.741
C 0.989 0.944 -4.525
H 3.610 2.584 -3.367
H 5.567 3.065 -4.787
H 7.172 1.274 -5.346
H 6.803 -1.015 -4.483
H 4.829 -1.495 -3.071
H 1.383 -2.358 -3.987
H 0.164 -2.454 -6.136
H -0.527 -0.358 -7.261
H 0.034 1.824 -6.232
H 1.207 1.899 -4.061
F 3.233 0.560 0.748
C 2.044 0.451 1.531
F 2.408 -0.642 2.361
F 2.238 1.519 2.412
C -2.804 -4.432 -6.431
C -2.401 -3.870 -5.091
C -3.000 -2.719 -4.595
C -2.584 -2.162 -3.393
C -1.562 -2.758 -2.677
C -0.961 -3.913 -3.154
C -1.377 -4.464 -4.355
S -1.051 -2.095 -1.080
O -1.166 -3.252 -0.210
O -1.980 -1.017 -0.809
O 0.344 -1.679 -1.297
H -3.823 -4.143 -6.689
H -2.737 -5.521 -6.437
H -2.142 -4.054 -7.215
H -3.801 -2.251 -5.159
H -3.034 -1.263 -2.989
H -0.173 -4.366 -2.564
H -0.907 -5.367 -4.731

For the frontier orbital gap, the calculation gives 5.508 eV. The value obtained for the maximum force is 2.0 eV Å⁻¹. The energy above the lowest of the compared OMol25 structures with the same formula, charge and spin comes out at 23.6 kcal per mole. Its charge is -2.

=====

Entry 2:
Formula: C3H13N2O
Source: the OMol25 dataset
Level of theory: ωB97M-V with the def2-TZVPD basis set

Positions of all 19 atoms, in Å:
C 0.626 0.725 0.783
C 1.252 -0.571 0.281
C 1.466 -0.787 -1.196
N 0.131 -0.805 -1.860
N -0.644 1.037 -0.107
H 1.230 1.629 0.816
H 0.175 0.582 1.761
H 0.509 -1.332 0.563
H 2.161 -0.715 0.869
H 2.148 -0.039 -1.608
H 1.918 -1.773 -1.319
H -0.252 -1.743 -1.804
H 0.320 -0.795 -2.862
H -0.497 1.932 -0.555
H -0.552 0.358 -0.924
H -1.441 0.944 0.526
H -2.613 0.852 2.813
H -3.413 0.094 1.849
O -2.522 0.408 1.973

For the frontier orbital gap, the calculation gives 11.702 eV. The value obtained for the maximum force is 2.4 eV Å⁻¹. The energy above the lowest of the compared OMol25 structures with the same formula, charge and spin comes out at 8.4 kcal per mole. Its charge is +1.

=====

Entry 3:
Formula: C21H55NO15S5
Source: the OMol25 dataset
Level of theory: ωB97M-V with the def2-TZVPD basis set

Positions of all 97 atoms, in Å:
C 4.236 -1.227 -0.834
C 4.748 -2.655 -1.045
N 3.699 -3.522 -1.596
C 2.408 -3.618 -0.830
C 1.254 -2.572 -1.297
C 4.018 -4.702 -2.394
C 4.151 -4.454 -3.860
H 3.979 -0.878 -1.834
H 5.048 -0.597 -0.471
H 3.485 -1.159 -0.046
H 5.715 -2.520 -1.530
H 5.114 -2.988 -0.074
H 1.952 -4.602 -0.938
H 2.763 -3.505 0.195
H 1.037 -2.490 -2.363
H 0.251 -2.721 -0.897
H 1.539 -1.575 -0.963
H 3.301 -5.508 -2.238
H 4.935 -5.039 -1.909
H 4.349 -5.358 -4.436
H 4.986 -3.808 -4.130
H 3.285 -3.926 -4.259
O -1.981 -0.167 3.501
S -1.013 0.606 2.704
O -0.621 1.944 3.207
O 0.345 -0.265 2.170
C 0.040 -1.526 1.598
C 1.028 -1.779 0.466
C -1.899 1.024 1.126
H -0.942 -1.633 1.139
H 0.195 -2.299 2.351
H 2.018 -1.774 0.922
H 0.994 -1.028 -0.324
H 0.940 -2.801 0.096
H -1.048 0.982 0.446
H -2.434 1.972 1.185
H -2.686 0.311 0.878
O 0.097 1.369 -2.400
S 0.887 0.326 -1.718
O 0.350 -0.986 -1.401
O 2.271 0.095 -2.603
C 2.245 -0.799 -3.671
C 3.430 -0.352 -4.609
C 1.673 1.068 -0.248
H 1.272 -0.902 -4.152
H 2.688 -1.769 -3.447
H 4.348 -0.414 -4.025
H 3.225 0.710 -4.750
H 3.416 -0.975 -5.503
H 2.447 0.409 0.145
H 0.811 1.040 0.419
H 1.934 2.075 -0.573
O -4.235 -2.937 -0.691
S -3.480 -2.223 0.311
O -2.409 -2.872 1.111
O -2.707 -0.951 -0.441
C -1.918 -1.179 -1.613
C -1.170 0.065 -2.005
C -4.627 -1.273 1.384
H -2.682 -1.489 -2.326
H -1.330 -2.096 -1.664
H -0.763 0.022 -3.015
H -0.359 0.186 -1.287
H -1.937 0.839 -1.965
H -5.386 -0.799 0.762
H -4.018 -0.494 1.842
H -5.102 -1.945 2.099
O -0.965 5.038 7.424
S -0.707 3.669 6.978
O -0.401 2.626 7.966
O -1.946 2.994 6.077
C -1.938 1.548 5.906
C -2.854 1.164 4.733
C 0.614 3.600 5.619
H -2.346 1.141 6.831
H -0.952 1.099 5.784
H -2.465 0.213 4.370
H -2.846 1.767 3.826
H -3.904 0.976 4.961
H 0.139 3.535 4.640
H 1.243 2.721 5.756
H 1.160 4.544 5.601
O -3.039 2.871 0.576
S -1.857 2.983 -0.313
O -0.668 2.188 -0.133
O -2.249 2.930 -1.995
C -3.620 3.268 -2.305
C -3.831 3.677 -3.701
C -1.326 4.695 -0.129
H -3.889 4.129 -1.692
H -4.310 2.530 -1.896
H -3.368 2.950 -4.368
H -3.249 4.545 -4.010
H -4.867 3.799 -4.018
H -2.109 5.284 -0.607
H -0.315 4.826 -0.516
H -1.296 4.803 0.955

For the frontier orbital gap, the calculation gives 7.211 eV. The value obtained for the maximum force is 13.5 eV Å⁻¹. The energy above the lowest of the compared OMol25 structures with the same formula, charge and spin comes out at 856.7 kcal per mole.

=====

Entry 4:
Formula: C18H18F4N4O
Source: the OMol25 dataset
Level of theory: ωB97M-V with the def2-TZVPD basis set

Positions of all 45 atoms, in Å:
F -4.637 -1.802 -1.443
F -5.812 -1.073 2.564
F -6.109 -2.459 0.905
F -6.380 -0.274 0.634
N 3.251 4.304 0.416
N 1.408 1.276 -1.684
O 0.824 -1.783 1.975
C 2.714 3.405 -0.357
C 1.301 1.457 -0.397
C 2.722 4.046 1.674
C 2.861 3.218 -1.799
C 1.916 2.904 1.602
C 2.242 2.152 -2.405
C -3.257 -0.706 1.804
C -1.916 -0.603 1.449
C -2.419 -1.234 -0.801
C -3.762 -1.337 -0.497
C -4.186 -1.031 0.798
C -1.450 -0.858 0.174
N 1.891 2.528 0.287
N 0.593 0.494 0.328
C 2.559 1.800 -3.821
C -5.645 -1.220 1.218
C 2.267 -1.876 0.134
C 0.232 -3.332 0.304
C 0.822 -1.924 0.573
C 0.045 -0.802 -0.157
H -0.002 -2.070 2.346
H 2.908 4.584 2.597
H 3.618 3.764 -2.351
H 1.433 2.429 2.462
H -3.530 -0.492 2.816
H -1.189 -0.352 2.179
H -2.146 -1.389 -1.854
H 0.695 0.609 1.317
H 1.636 1.924 -4.416
H 2.936 0.776 -3.932
H 3.336 2.473 -4.252
H 2.870 -2.682 0.594
H 2.342 -1.961 -0.926
H 2.681 -0.936 0.462
H -0.829 -3.358 0.572
H 0.342 -3.570 -0.763
H 0.695 -4.143 0.920
H 0.128 -0.876 -1.251

For the frontier orbital gap, the calculation gives 8.338 eV. The value obtained for the maximum force is 3.0 eV Å⁻¹. The energy above the lowest of the compared OMol25 structures with the same formula, charge and spin comes out at 2.6 kcal per mole. Its structure (SMILES) is Cc1cc2nccn2c(N[C@H](c2ccc(C(F)(F)F)c(F)c2)C(C)(C)O)n1.

=====

Entry 5:
Formula: C5H9N5S
Source: the OMol25 dataset
Level of theory: ωB97M-V with the def2-TZVPD basis set

Positions of all 20 atoms, in Å:
C -0.632 2.070 -0.106
C 0.941 0.134 -0.352
C -2.873 -0.641 0.291
C 0.626 1.624 -0.676
C -1.431 -1.123 0.544
N -1.622 2.340 0.429
N 1.250 0.014 1.130
N 2.410 -0.295 1.314
N 2.258 -0.198 -0.963
N 3.067 -0.463 0.162
S -0.430 -1.020 -0.884
H -2.892 0.209 -0.391
H -3.523 -1.309 -0.311
H -3.201 -0.380 1.328
H 0.678 1.636 -1.820
H 1.500 2.231 -0.340
H -1.319 -2.210 0.832
H -0.906 -0.509 1.258
H 2.189 -0.996 -1.694
H 3.909 -1.115 0.250

For the frontier orbital gap, the calculation gives 9.182 eV. The value obtained for the maximum force is 3.1 eV Å⁻¹. The energy above the lowest of the compared OMol25 structures with the same formula, charge and spin comes out at 60.5 kcal per mole. Its structure (SMILES) is CCS[C@@]1(CC#N)N=NNN1.

=====

Entry 6:
Formula: C7H14N2O3
Source: the OMol25 dataset
Level of theory: ωB97M-V with the def2-TZVPD basis set

Positions of all 26 atoms, in Å:
O 2.714 -0.767 0.974
O 1.754 0.721 3.026
O -0.048 -2.000 -1.280
C 1.681 -0.377 0.452
N 0.584 -0.002 1.227
N 1.605 -0.540 -0.876
C 0.672 -0.159 2.649
C -2.141 -0.001 -1.500
C -0.316 1.733 -1.117
C -0.809 0.068 0.674
C 0.291 -0.663 -1.456
C -0.760 0.276 -0.847
H 2.527 0.456 2.515
H -0.311 -2.174 -0.320
H 2.344 -1.203 -1.189
H 0.882 -1.194 2.954
H -0.237 0.181 3.174
H -2.866 0.690 -1.190
H -2.049 0.081 -2.539
H -2.497 -1.018 -1.340
H 0.708 1.910 -0.771
H -0.358 1.938 -2.170
H -0.962 2.413 -0.556
H -1.407 0.907 1.095
H -1.368 -0.856 0.925
H 0.369 -0.419 -2.517

For the frontier orbital gap, the calculation gives 10.099 eV. The value obtained for the maximum force is 2.8 eV Å⁻¹. The energy above the lowest of the compared OMol25 structures with the same formula, charge and spin comes out at 22.7 kcal per mole. Its structure (SMILES) is CC1(C)CN(CO)C(=O)N[C@H]1O.

=====

Question: Among the records above, which one has the highest maximum force?
Answer: C21H55NO15S5